204
Properties=species:S:1:pos:R:3:forces:R:3:mulliken_spin:R:1 method="wB97M-V/def2-TZVPD" total_charge=-1 e_homo_ev="-0.1 / -6.4" multiplicity=2 lumo_energy_ev="1.79 / 1.77"
C -43.2230 18.2810 4.7846 1.3 -0.8 -2.5 -0.033
C -42.3111 18.4055 3.4511 -2.7 1.1 0.1 0.057
O -41.7815 19.7120 3.5607 0.3 1.3 1.2 0.002
C -42.5729 20.4776 4.4330 2.6 0.2 -0.6 0.061
O -42.3534 21.6535 4.6076 -1.1 -1.7 -0.3 -0.012
O -43.4254 19.6915 5.0763 -0.4 -1.0 0.6 -0.065
H -42.8140 17.6137 5.5433 0.3 0.9 0.7 -0.040
H -44.1410 17.7867 4.4669 -0.3 0.5 0.2 -0.049
H -43.0536 18.5811 2.6725 -0.3 -0.7 -0.4 -0.005
H -41.6265 17.6841 3.0050 0.3 0.0 1.1 0.004
C -45.6115 12.0257 5.5038 1.5 -1.8 0.0 -0.034
C -45.7586 11.2615 6.8130 1.8 2.0 0.9 -0.143
O -47.1075 11.6070 7.1560 -0.5 -1.1 -0.2 -0.074
C -47.7558 11.6867 5.9885 -2.3 1.3 -1.5 0.114
O -48.9488 11.8328 5.7754 2.2 -0.7 1.0 -0.025
O -46.8511 11.7295 4.9633 -2.3 0.3 -0.6 -0.001
H -44.9124 11.5248 4.8341 0.5 0.4 0.2 0.004
H -45.4244 13.0974 5.5709 0.0 0.0 0.2 0.047
H -45.1182 11.7278 7.5616 -0.1 -0.2 0.2 0.109
H -45.4979 10.2040 6.7695 -0.7 -0.1 -0.2 0.013
C -41.5365 14.1605 10.6337 -1.7 1.3 1.3 -0.634
C -42.4029 12.9764 10.3146 0.4 1.1 -1.4 0.474
O -41.4924 11.9307 10.6409 -0.4 -1.5 -0.2 -0.097
C -40.7458 12.3351 11.6653 1.9 -2.4 4.0 0.247
O -40.1820 11.5575 12.5207 -2.3 3.8 -4.2 -0.009
O -40.7916 13.6916 11.7145 2.4 -2.1 1.3 -0.271
H -42.1018 14.9023 11.1979 -0.3 0.9 -1.2 0.246
H -40.9350 14.5484 9.8116 0.0 -0.1 0.1 0.300
H -42.5898 13.0652 9.2444 -0.2 -0.8 0.0 0.046
H -43.3366 12.9232 10.8743 0.2 -0.2 0.1 -0.092
C -44.4527 17.9524 9.6056 -3.2 1.3 2.4 1.350
C -44.8920 16.6370 10.1984 -1.7 1.1 0.0 1.668
O -44.1485 15.7878 9.4449 3.5 -3.8 -1.9 -0.642
C -43.5305 16.4145 8.3812 2.1 -3.7 -1.0 -0.454
O -42.7697 15.9342 7.5130 -2.3 0.6 2.8 0.214
O -43.9034 17.6199 8.4155 1.3 3.0 -2.6 -0.424
H -43.8140 18.5074 10.2927 0.2 0.3 -0.5 -0.181
H -45.4029 18.4151 9.3388 0.3 1.1 0.4 -0.106
H -45.9106 16.3989 9.8919 -0.5 0.3 0.5 -0.264
H -44.8083 16.5635 11.2827 0.6 -0.3 -0.1 -0.515
C -47.8731 14.7023 3.0066 0.5 0.6 -2.4 0.014
C -47.2780 14.2283 1.6206 -4.3 0.7 -0.2 0.035
O -45.9575 14.2394 1.7549 3.3 -1.0 -0.7 -0.021
C -45.5545 14.6711 2.9157 1.6 -0.2 2.1 0.240
O -44.3797 14.6363 3.2535 -2.8 0.8 -0.1 -0.039
O -46.6722 15.0698 3.6468 1.9 -0.5 1.1 -0.121
H -48.4842 13.8757 3.3691 0.5 0.2 1.1 -0.002
H -48.4551 15.6199 2.9201 -0.2 -0.2 0.0 -0.012
H -47.4640 14.9256 0.8038 -0.8 -0.3 -0.1 -0.001
H -47.6963 13.2313 1.4824 0.4 0.0 -0.7 -0.004
C -36.3342 14.2677 9.1094 -0.8 0.0 2.6 0.266
C -36.9643 13.3096 10.2107 -0.1 1.4 -0.9 0.147
O -37.2699 12.1927 9.3949 0.0 -0.4 -1.2 0.028
C -36.6137 12.3201 8.1706 -0.5 -5.8 0.9 -0.080
O -36.4900 11.4178 7.3717 -1.2 0.8 0.6 -0.003
O -35.8765 13.3343 8.1514 1.9 4.5 -0.5 -0.185
H -35.5281 14.8818 9.5108 0.1 -0.2 -0.4 0.016
H -37.1567 14.8874 8.7524 0.3 0.0 -0.5 -0.041
H -37.8889 13.7117 10.6250 -0.1 0.1 -0.2 -0.073
H -36.3491 13.0970 11.0850 0.4 -0.5 -0.4 -0.013
C -40.0391 22.9090 8.5864 0.9 -0.5 1.6 0.055
C -39.1364 21.6642 9.0096 -0.7 0.5 -1.1 -0.470
C -40.0405 20.3857 9.2161 1.2 0.3 0.8 0.856
C -40.5783 19.6599 7.9692 0.8 1.4 0.6 -0.604
C -39.4264 19.4964 6.9812 -0.8 -0.2 0.4 0.006
C -38.5620 20.7259 6.6868 -0.4 1.1 -0.5 0.069
N -38.1357 21.3858 7.9669 0.0 -1.6 -1.0 0.007
O -37.4056 22.5485 7.5971 -0.4 0.5 0.3 0.008
C -37.3151 20.2121 6.0019 0.2 -1.0 -0.5 -0.013
C -39.2584 21.7121 5.6082 -0.5 -1.3 1.4 -0.010
C -38.3444 21.9557 10.3050 -0.8 0.4 -0.2 0.069
H -39.3552 23.7008 8.2806 -0.2 -0.1 -0.7 -0.003
H -40.4767 23.3434 9.4852 -0.3 -0.2 0.3 -0.001
H -40.8641 22.6727 7.9143 0.4 0.0 -0.2 0.009
H -39.4290 19.7279 9.8338 0.4 -0.6 -0.4 -0.022
H -40.7665 20.6342 9.9902 -0.6 0.4 -0.4 0.122
H -41.3819 20.2630 7.5467 -0.3 -0.2 -0.1 -0.075
H -40.9084 18.6538 8.2278 -0.4 0.2 0.1 0.045
H -39.8635 19.0825 6.0724 0.3 0.3 -0.4 -0.019
H -38.8557 18.6687 7.4023 0.7 0.2 -0.1 -0.009
H -37.5831 19.4651 5.2548 -0.5 0.5 -0.7 0.007
H -36.7423 21.0093 5.5281 0.2 -0.2 0.2 -0.002
H -36.7348 19.5068 6.5968 0.5 0.7 0.8 -0.004
H -40.3064 21.8762 5.8591 0.1 0.1 0.2 0.009
H -38.7911 22.6907 5.4989 0.3 -0.3 0.0 -0.005
H -39.3103 21.1461 4.6782 0.3 0.2 -0.2 0.003
H -37.5430 21.2606 10.5552 -0.3 -0.4 -0.3 -0.011
H -39.0986 21.9528 11.0920 0.2 0.1 0.4 -0.003
H -37.8570 22.9302 10.2750 -0.2 0.2 -0.1 0.011
H -36.4793 22.3170 7.6969 0.0 -0.3 0.2 -0.001
C -43.2901 8.3576 9.4691 1.1 0.8 -1.3 0.011
C -42.2896 7.8805 8.2723 -1.2 4.2 1.6 -0.018
C -40.9299 8.6144 8.5202 0.5 -1.3 -0.4 0.001
C -39.8910 8.0252 7.5528 1.3 -0.1 0.3 -0.003
C -39.8218 6.5199 7.9007 -1.6 0.1 -0.6 0.002
C -41.2027 5.7104 7.5539 2.5 1.5 1.1 -0.001
N -42.2531 6.4768 8.2695 5.6 -0.2 -1.4 0.006
O -43.4328 5.8811 8.3557 -2.7 -1.4 0.7 -0.001
C -41.2224 5.6424 6.0222 -1.0 0.6 -0.3 0.001
C -40.9086 4.3425 8.2332 -0.8 0.2 -0.1 0.000
C -42.9064 8.5653 7.0248 0.2 -1.1 0.1 -0.006
H -42.8813 8.3473 10.4795 0.1 -0.8 0.0 -0.003
H -44.2989 7.9565 9.3709 0.2 -0.2 0.2 0.001
H -43.3717 9.4314 9.3008 -0.2 0.2 -0.1 0.016
H -40.9075 9.7037 8.4886 -0.9 0.0 -0.4 0.012
H -40.5707 8.4327 9.5332 0.0 -0.4 0.1 -0.002
H -38.9285 8.5118 7.7108 0.4 -0.2 1.0 0.000
H -39.8851 8.3399 6.5092 -1.4 -0.5 -0.4 0.001
H -39.6955 6.5523 8.9829 0.0 -0.5 0.1 -0.001
H -39.0448 5.8847 7.4754 0.3 0.5 -0.2 0.000
H -42.1591 5.2936 5.5873 0.1 -1.0 0.2 0.001
H -41.2321 6.6174 5.5351 0.5 0.4 0.5 0.001
H -40.3269 5.1449 5.6498 -0.3 -0.4 0.0 0.000
H -40.2005 3.7209 7.6853 0.0 0.3 -0.3 0.000
H -40.4525 4.5306 9.2052 -0.2 0.0 0.1 0.000
H -41.7942 3.7224 8.3719 -0.2 0.1 0.0 0.000
H -42.3797 8.2358 6.1291 -0.3 -0.1 -0.1 0.007
H -42.8043 9.6500 7.0611 -0.4 -0.1 0.2 0.007
H -43.9296 8.1923 7.0693 -0.3 0.4 -0.8 0.000
H -43.3804 5.8242 9.3125 -1.5 -0.9 0.3 0.000
C -32.5289 12.2035 1.7104 0.2 -0.6 0.5 0.001
C -32.2518 13.0549 2.9424 0.5 1.7 0.6 0.001
C -33.3829 14.1916 2.9209 1.1 -1.6 1.2 0.004
C -33.6548 14.8452 4.2755 -0.2 0.7 -0.3 0.003
C -33.8025 13.8971 5.4797 0.8 -0.6 -1.0 -0.001
C -32.6223 12.8667 5.5178 1.7 1.1 1.1 -0.012
N -32.3878 12.2026 4.1915 -1.9 0.9 -0.6 0.001
O -31.3746 11.1807 4.2380 0.1 1.0 0.1 0.000
C -31.3597 13.6610 6.0071 -0.3 -0.5 -0.1 0.000
C -33.0284 11.8595 6.6551 -0.6 -0.8 -2.3 -0.003
C -30.7868 13.7712 2.7524 -0.4 -0.4 0.1 0.000
H -33.5352 11.7892 1.7723 0.2 -0.4 0.3 -0.001
H -31.7439 11.4477 1.6865 -0.3 -0.3 -0.4 0.000
H -32.5578 12.7343 0.7588 0.4 0.5 0.2 0.000
H -33.0294 14.8742 2.1481 -0.3 0.3 0.1 0.001
H -34.3384 13.7529 2.6334 0.1 -0.3 -0.4 -0.002
H -34.5581 15.4330 4.1118 -0.3 0.0 0.3 -0.003
H -32.9197 15.6225 4.4837 0.4 -0.2 0.2 0.002
H -34.7326 13.3358 5.5686 -0.2 0.1 -0.7 -0.002
H -33.7776 14.4821 6.3991 0.2 0.0 0.1 0.005
H -31.1285 14.5269 5.3867 -0.3 0.1 0.1 0.001
H -31.5907 13.9438 7.0342 0.3 0.4 0.0 0.001
H -30.4458 13.0670 6.0159 -0.1 -0.3 0.0 0.000
H -33.8664 11.3777 6.1514 -0.7 -0.1 0.5 -0.002
H -32.4034 10.9847 6.8345 0.8 0.4 0.3 -0.001
H -33.3653 12.2973 7.5947 0.2 0.2 -0.3 0.003
H -29.9548 13.3451 3.3132 -0.3 -0.7 0.1 0.000
H -30.6506 14.8253 2.9939 -0.9 0.3 0.3 0.000
H -30.4882 13.7423 1.7044 -0.2 -0.3 -0.2 0.000
H -31.6059 10.7623 5.0705 0.1 -0.5 0.0 0.000
C -37.5751 14.7422 4.7775 -0.7 -1.2 -0.7 -0.039
C -39.0517 15.2006 4.7633 -0.5 1.0 -0.1 0.001
C -39.6199 15.1062 3.3331 0.3 -0.3 -0.7 -0.012
C -39.9344 13.6350 2.8898 -0.4 2.2 -0.7 0.001
C -40.9095 13.0190 3.8869 1.9 -0.3 -1.1 -0.005
C -40.3887 13.0701 5.2881 -1.9 -1.2 1.5 0.053
N -40.0958 14.4906 5.6133 0.5 -0.3 -3.8 0.012
O -39.7320 14.6136 6.8820 1.1 0.1 3.7 0.014
C -41.5863 12.5826 6.1648 -0.1 0.1 0.3 -0.118
C -39.3585 12.0009 5.6490 1.5 0.2 -0.6 0.016
C -39.0143 16.7101 5.1979 -1.3 -0.7 -0.8 0.049
H -36.9425 15.4260 4.2116 -0.1 0.5 0.3 0.003
H -37.5243 13.8460 4.1592 0.2 -0.5 0.2 -0.004
H -37.1441 14.5132 5.7521 -0.1 0.2 0.1 0.003
H -40.4691 15.7715 3.1769 -0.6 -0.3 0.6 0.003
H -38.9412 15.5918 2.6318 0.7 -0.3 -0.1 0.004
H -39.0071 13.1731 2.5508 0.0 -0.7 1.0 0.001
H -40.4731 13.6495 1.9424 -0.2 0.4 -0.2 0.001
H -40.9804 11.9836 3.5535 -0.8 -0.2 0.3 0.001
H -41.8355 13.5903 3.8224 -0.1 -0.3 -0.1 0.002
H -42.5612 13.0004 5.9139 0.2 0.8 0.3 0.016
H -41.7815 11.5151 6.0629 0.5 -0.2 -0.4 -0.004
H -41.2974 12.6935 7.2100 -0.4 0.3 0.1 0.008
H -39.0141 12.0738 6.6806 0.0 0.3 0.0 -0.003
H -39.6933 10.9688 5.5449 -0.6 0.1 -0.1 -0.002
H -38.4859 12.0371 4.9968 0.3 0.2 0.1 0.001
H -38.2221 16.9746 5.8982 -0.2 -0.1 0.0 0.042
H -40.0087 17.0081 5.5305 0.0 -0.2 0.8 -0.011
H -38.9910 17.3341 4.3045 0.9 0.0 -0.3 0.001
H -40.3382 15.2570 7.2563 -0.3 0.2 0.3 -0.020
C -36.6344 16.8747 -0.1813 1.0 -1.5 1.1 0.001
O -36.4486 15.5650 -0.7679 0.4 -0.2 -0.2 0.000
C -35.6647 14.6408 0.1406 -1.6 1.5 -1.4 0.001
C -35.6312 13.2155 -0.5279 0.2 0.0 1.2 0.000
N -35.7291 12.0666 0.4416 0.8 2.2 -0.3 0.000
C -36.9980 11.9647 1.1566 0.3 -1.1 -1.4 -0.001
C -36.9312 10.9204 2.2255 -0.5 -0.6 0.8 0.000
O -36.8978 9.6381 1.5646 0.5 -0.1 0.6 0.000
C -37.1910 8.4611 2.3298 -0.4 0.3 -0.3 0.000
H -37.3522 16.8224 0.6373 -0.4 -0.1 0.1 0.000
H -36.9307 17.7051 -0.8222 0.2 -0.6 -0.6 0.000
H -35.6842 17.0777 0.3126 0.2 0.8 0.0 0.000
H -36.2346 14.8156 1.0531 0.1 -1.2 0.5 -0.001
H -34.7069 15.1273 0.3252 0.3 -0.4 -0.3 0.000
H -34.6982 13.0383 -1.0629 0.3 0.4 0.2 0.000
H -36.3585 13.2103 -1.3397 -0.7 0.0 0.2 0.000
H -35.4940 11.2427 -0.0932 -0.3 -0.3 0.3 0.000
H -37.6614 11.5363 0.4053 -1.2 0.6 0.2 0.000
H -37.3055 12.9267 1.5666 0.1 -0.1 -0.3 0.001
H -37.7821 10.9506 2.9060 -0.7 0.1 -0.3 0.000
H -36.1341 11.1862 2.9199 0.9 -0.7 -0.2 0.000
H -37.3825 7.6296 1.6516 0.3 0.2 -0.4 0.000
H -38.1410 8.5479 2.8572 0.0 0.4 0.4 0.000
H -36.4141 8.1186 3.0133 0.2 0.5 0.1 0.000